91
Properties=species:S:1:pos:R:3:mulliken_charge:R:1 method="wB97M-V/def2-TZVPD" homo_lumo_gap_ev="6.80 / 6.84" lumo_energy_ev="-0.36 / -0.29" spin_multiplicity=2
Re -0.340 -0.388 1.111 1.969
C 0.352 0.304 5.335 -1.616
C 0.437 0.832 3.942 0.534
O 0.735 0.078 3.007 -0.633
N 0.196 2.129 3.723 0.060
C 0.290 2.706 2.389 -0.232
C -1.043 2.685 1.686 0.805
C -1.767 3.862 1.592 -0.887
C -3.034 3.857 1.033 -0.610
C -3.540 2.652 0.590 -1.272
C -2.751 1.520 0.690 0.358
N -1.519 1.514 1.219 0.177
H 1.238 -0.298 5.530 0.263
H -0.507 -0.368 5.369 0.331
H 0.256 1.087 6.085 0.465
H -0.091 2.707 4.495 0.289
H 1.044 2.158 1.827 -1.008
H 0.631 3.735 2.487 0.779
H -1.328 4.778 1.964 0.484
H -3.608 4.770 0.954 0.438
H -4.524 2.570 0.152 0.548
H -3.115 0.576 0.325 -0.130
C 3.001 1.031 -3.929 -1.646
C 1.807 1.588 -3.145 1.982
C 1.110 2.682 -3.955 -1.728
C 2.288 2.042 -1.763 0.984
C 3.288 3.013 -1.764 -0.627
C 4.080 3.256 -0.659 -1.737
C 3.973 2.382 0.410 -0.175
C 2.978 1.414 0.465 -0.204
C 3.153 0.267 1.438 3.356
C 4.105 -0.755 0.803 -1.669
C 3.660 0.677 2.819 -2.035
C 1.971 1.395 -0.536 -0.257
N 0.716 0.768 -0.313 0.251
C -0.243 1.038 -1.273 -0.617
C -1.238 0.131 -1.437 -0.854
N -1.243 -0.909 -0.524 2.694
C -1.778 -2.189 -0.935 -1.393
C -1.127 -2.965 -1.917 0.820
C -1.712 -4.177 -2.282 -1.208
C -2.894 -4.628 -1.731 -1.488
C -3.520 -3.856 -0.775 -0.752
C -2.977 -2.646 -0.359 1.392
C -3.763 -1.853 0.665 1.844
C -4.228 -2.707 1.844 -1.858
C -4.940 -1.141 -0.008 -1.663
C 0.152 -2.643 -2.691 0.521
C 1.326 -2.089 -1.892 -1.951
C -0.133 -1.805 -3.944 -1.292
H 2.661 0.611 -4.879 0.429
H 3.498 0.242 -3.363 0.321
H 3.739 1.805 -4.147 0.396
H 1.119 0.756 -3.028 -0.947
H 1.788 3.514 -4.155 0.365
H 0.239 3.089 -3.438 0.363
H 0.779 2.287 -4.917 0.412
H 3.483 3.553 -2.683 0.346
H 4.837 4.029 -0.675 0.404
H 4.708 2.423 1.204 0.336
H 2.214 -0.253 1.555 -1.233
H 5.089 -0.314 0.623 0.382
H 3.708 -1.109 -0.149 0.259
H 4.227 -1.619 1.460 0.473
H 4.705 0.992 2.788 0.504
H 3.598 -0.171 3.503 0.315
H 3.080 1.501 3.241 0.373
H -0.193 1.944 -1.860 0.655
H -1.993 0.191 -2.211 0.271
H -1.211 -4.784 -3.027 0.404
H -3.316 -5.576 -2.039 0.367
H -4.444 -4.200 -0.330 0.313
H -3.099 -1.114 1.095 -0.564
H -4.966 -3.455 1.548 0.395
H -4.691 -2.068 2.599 0.465
H -3.380 -3.213 2.304 0.352
H -5.644 -1.865 -0.422 0.402
H -4.605 -0.507 -0.835 0.333
H -5.481 -0.520 0.712 0.333
H 0.481 -3.618 -3.058 0.650
H 1.178 -1.054 -1.601 0.369
H 2.227 -2.139 -2.511 0.653
H 1.493 -2.668 -0.984 0.287
H -0.471 -0.803 -3.686 0.098
H -0.903 -2.275 -4.559 0.394
H 0.775 -1.711 -4.543 0.386
O -0.886 -2.057 3.422 -0.437
Se 0.586 -2.932 2.778 0.744
O 0.104 -4.426 2.458 -0.671
O -1.508 -1.144 2.458 -0.765
O 0.647 -2.127 1.237 -0.732

***

110
Properties=species:S:1:pos:R:3:mulliken_charge:R:1 method="wB97M-V/def2-TZVPD" homo_lumo_gap_ev=1.43 lumo_energy_ev=-3.34 total_charge=-1
C -0.715 -0.402 1.610 -0.731
C -0.739 -0.895 0.026 -0.126
C -1.574 0.116 -0.959 -0.437
C -2.196 1.370 -0.067 0.667
C -3.725 1.178 0.524 0.399
C -4.609 -0.185 0.306 -1.118
C -5.398 -0.072 -1.292 0.462
C -6.991 0.595 -1.245 -0.596
O -6.631 -0.995 -1.501 -0.377
C -4.337 2.466 1.387 0.371
C -5.857 2.484 2.050 -1.377
C -3.424 3.814 1.626 0.064
S -4.114 5.273 2.630 -0.234
C -1.874 3.960 1.036 0.158
N -1.144 5.230 1.370 -0.356
C 0.250 5.185 0.810 0.237
B 1.220 6.513 1.114 0.765
N 2.690 6.612 0.751 -0.588
O 0.606 7.676 1.842 -0.676
C 0.865 3.965 -0.074 -0.462
N 0.121 2.705 -0.415 -0.144
C -1.259 2.722 0.180 0.014
H -0.097 -1.213 2.215 0.319
H -0.197 0.638 1.772 0.152
H -1.796 -0.375 2.092 0.114
H 0.378 -1.013 -0.363 0.106
H -1.252 -1.953 -0.060 0.064
H -0.847 0.566 -1.764 0.160
H -2.459 -0.424 -1.539 0.131
H -5.485 -0.341 1.065 0.328
H -3.975 -1.178 0.249 0.254
H -4.667 0.229 -2.269 0.273
H -7.955 0.120 -0.831 0.344
H -6.689 1.001 -0.161 -0.035
H -6.367 1.429 2.075 0.275
H -6.483 3.236 1.369 0.311
H -5.790 2.938 3.151 0.409
H -5.142 5.883 1.893 0.151
H 3.252 5.801 1.090 0.421
H 3.048 7.436 1.322 0.399
H 0.545 7.464 2.833 0.329
H 1.986 4.058 -0.457 0.108
C 1.496 6.285 6.636 -0.494
C 1.407 6.750 5.222 0.201
O 2.626 7.429 5.021 -0.335
C 3.513 6.818 5.855 0.658
O 4.724 6.937 5.772 -0.525
O 2.881 6.050 6.794 -0.292
F 0.396 7.636 5.069 -0.334
H 1.173 7.047 7.353 0.286
H 0.920 5.372 6.810 0.314
H 1.309 5.943 4.489 0.433
F -0.162 -3.898 3.385 -0.361
Al 0.845 -4.773 2.175 0.653
F 2.495 -5.038 2.845 -0.483
F 0.958 -3.794 0.668 -0.385
F 0.086 -6.364 1.802 -0.483
C -1.091 -2.275 7.790 -1.106
C -1.604 -2.328 6.375 0.867
O -1.099 -1.644 5.487 -0.521
C -2.759 -3.250 6.090 -1.119
H -0.257 -1.568 7.847 0.281
H -1.885 -1.935 8.460 0.316
H -0.734 -3.262 8.093 0.322
H -3.627 -2.954 6.685 0.388
H -2.476 -4.281 6.317 0.313
H -3.022 -3.185 5.029 0.258
N 2.241 -4.233 -1.761 0.411
C 1.648 -4.857 -2.827 -0.790
C 2.429 -4.634 -3.939 -0.157
C 3.536 -3.854 -3.528 -0.657
C 3.396 -3.623 -2.178 -0.597
H 1.884 -4.224 -0.815 0.135
H 0.722 -5.403 -2.704 0.419
H 2.225 -4.996 -4.938 0.451
H 4.348 -3.499 -4.150 0.443
H 4.017 -3.077 -1.480 0.456
Be -0.655 -3.726 -2.540 0.182
Cl 2.945 7.013 2.803 -0.117
O -2.119 1.717 -3.548 -0.753
H -1.592 2.170 -2.915 0.211
C 2.833 -9.996 -2.232 -0.763
C 3.070 -8.751 -2.653 0.365
C 2.884 -8.369 -4.080 0.889
O 3.090 -7.214 -4.434 -0.498
C 2.457 -9.414 -5.024 -0.935
C 2.224 -10.659 -4.603 0.343
C 2.383 -11.034 -3.171 0.919
O 2.144 -12.182 -2.812 -0.623
O 1.825 -11.647 -5.485 -0.578
O 3.495 -7.770 -1.777 -0.579
H 2.962 -10.287 -1.197 0.432
H 2.343 -9.127 -6.061 0.424
H 1.720 -12.457 -4.939 0.343
H 3.594 -6.959 -2.321 0.251
O 1.992 2.905 -3.458 -0.558
S 2.083 2.984 -4.900 1.123
O 3.331 2.782 -5.605 -0.629
O 1.421 4.388 -5.397 -0.274
C 1.910 5.604 -4.848 -0.185
C 3.247 5.989 -5.452 -1.024
C 0.865 1.900 -5.604 -0.898
H 1.972 5.539 -3.756 0.182
H 1.174 6.381 -5.083 0.292
H 4.029 5.278 -5.165 0.290
H 3.554 6.982 -5.114 0.397
H 3.193 5.985 -6.546 0.257
H -0.092 2.072 -5.110 0.319
H 1.195 0.872 -5.438 0.373
H 0.793 2.098 -6.675 0.326

***

93
Properties=species:S:1:pos:R:3:mulliken_charge:R:1 method="wB97M-V/def2-TZVPD" homo_lumo_gap_ev="4.54 / 4.44" de_lowest_kj_mol=261.71 lumo_energy_ev="-7.86 / -7.96" total_charge=+2 spin_multiplicity=2
Ir -0.754 -0.216 -0.443 0.641
C 1.195 -4.219 0.159 -1.148
C 0.342 -3.021 -0.085 0.743
N 0.807 -1.888 -0.544 -0.215
O 2.177 -1.867 -0.764 -0.377
C -1.085 -3.085 0.031 0.334
C -1.853 -4.347 0.181 -1.449
N -1.709 -1.942 -0.115 0.078
O -3.078 -2.018 -0.214 -0.258
H 2.201 -3.924 0.449 0.071
H 1.273 -4.779 -0.776 0.376
H 0.766 -4.862 0.923 0.479
H 2.340 -1.296 -1.528 0.396
H -1.263 -5.229 -0.043 0.408
H -2.714 -4.305 -0.486 0.412
H -2.251 -4.417 1.194 0.338
N -2.084 4.259 -0.311 -0.101
C -3.393 4.597 -0.518 0.264
C -3.723 5.821 -1.109 -0.771
C -5.036 6.115 -1.394 -0.632
C -6.053 5.206 -1.076 -0.692
C -5.753 4.010 -0.459 -0.736
C -4.426 3.696 -0.181 0.916
S -4.000 2.173 0.565 -0.218
N -2.408 1.991 0.303 -0.287
C -1.612 2.999 -0.032 0.286
C -0.204 2.791 -0.195 0.554
C 0.671 3.877 0.016 -0.726
C 1.993 3.772 -0.321 -0.703
C 2.406 2.601 -0.966 -0.600
C 1.531 1.544 -1.039 -0.222
N 0.259 1.566 -0.610 0.208
H -1.405 4.953 -0.601 0.231
H -2.930 6.513 -1.346 0.422
H -5.275 7.055 -1.868 0.408
H -7.076 5.447 -1.307 0.426
H -6.524 3.305 -0.197 0.464
H 0.311 4.770 0.507 0.598
H 2.686 4.571 -0.120 0.537
H 3.395 2.532 -1.384 0.559
H 1.871 0.622 -1.483 0.206
C 5.013 -2.973 1.088 -1.602
C 5.616 -2.278 2.316 2.454
C 4.868 -2.826 3.538 -2.192
C 7.086 -2.690 2.438 -1.764
Si 5.446 -0.344 2.216 -0.413
Br 3.320 0.016 1.532 -0.213
C 6.487 0.512 0.771 2.617
C 6.504 -0.438 -0.423 -2.230
C 5.851 1.834 0.325 -1.929
C 7.917 0.764 1.227 -1.967
C 5.523 0.663 3.923 2.270
C 6.818 0.314 4.645 -1.698
C 4.328 0.265 4.789 -1.745
C 5.450 2.166 3.680 -1.883
H 5.012 -4.047 1.267 0.687
H 5.590 -2.802 0.186 0.235
H 3.988 -2.656 0.905 -0.128
H 4.897 -3.913 3.512 0.605
H 3.823 -2.520 3.543 0.373
H 5.337 -2.516 4.467 0.406
H 7.142 -3.774 2.523 0.522
H 7.555 -2.260 3.320 0.349
H 7.669 -2.404 1.566 0.297
H 5.498 -0.729 -0.718 0.218
H 7.088 -1.330 -0.217 0.393
H 6.970 0.058 -1.273 0.607
H 5.214 1.675 -0.539 0.327
H 6.638 2.528 0.040 0.399
H 5.250 2.318 1.089 0.310
H 8.402 -0.137 1.593 0.350
H 7.960 1.523 2.004 0.368
H 8.501 1.127 0.381 0.584
H 6.839 -0.729 4.950 0.296
H 6.898 0.920 5.547 0.543
H 7.698 0.523 4.043 0.301
H 4.319 -0.792 5.025 0.321
H 3.378 0.529 4.328 0.296
H 4.390 0.799 5.737 0.533
H 6.299 2.539 3.115 0.316
H 5.464 2.678 4.642 0.605
H 4.522 2.448 3.183 0.248
F -6.438 -0.044 -2.773 -0.306
C -5.190 -0.059 -2.289 0.328
C -4.214 0.672 -2.984 -0.481
C -2.901 0.685 -2.492 -0.212
C -2.549 0.016 -1.361 -0.346
C -3.584 -0.719 -0.544 0.529
C -4.935 -0.778 -1.164 -0.690
H -4.469 1.171 -3.903 0.531
H -2.147 1.220 -3.049 0.583
H -3.691 -0.210 0.441 0.200
H -5.702 -1.358 -0.680 0.581

***

97
Properties=species:S:1:pos:R:3:mulliken_charge:R:1 method="wB97M-V/def2-TZVPD" homo_lumo_gap_ev="6.48 / 6.48" de_lowest_kj_mol=2.44 lumo_energy_ev="0.09 / 0.09" spin_multiplicity=2
Ce 0.513 -1.401 -0.029 0.720
C -0.906 -3.331 -2.924 -0.723
C -1.553 -3.850 -1.627 -1.040
N -1.766 -2.753 -0.680 0.255
C -3.062 -2.083 -0.755 -0.008
C -3.196 -1.147 -1.951 -0.892
S -1.778 0.020 -2.069 0.231
C -1.033 -0.394 -3.688 -1.103
C 0.228 -1.261 -3.600 -0.676
N 0.111 -2.321 -2.601 0.559
H -1.660 -2.878 -3.569 0.322
H -0.481 -4.183 -3.468 0.384
H -0.859 -4.562 -1.164 0.320
H -2.487 -4.373 -1.868 0.439
H -1.677 -3.143 0.269 0.324
H -3.146 -1.472 0.150 -0.884
H -3.897 -2.801 -0.784 0.501
H -4.073 -0.513 -1.820 0.497
H -3.285 -1.679 -2.894 0.582
H -0.781 0.565 -4.139 0.513
H -1.813 -0.846 -4.296 0.439
H 1.070 -0.620 -3.314 0.341
H 0.426 -1.662 -4.610 0.406
H 1.012 -2.795 -2.495 -0.413
S 0.891 -3.982 0.543 -0.670
Sb 1.038 -3.380 2.922 0.368
S 0.637 -0.796 2.626 -0.497
S -1.323 -0.763 1.929 -0.203
S 3.293 -3.330 3.247 -0.595
N 2.776 -1.601 -0.875 -0.177
S 3.426 -2.793 -0.010 0.520
C 3.424 -4.301 -1.029 1.143
C 3.611 -5.503 -0.367 -0.545
C 3.628 -6.676 -1.096 -0.632
C 3.470 -6.651 -2.475 -0.537
C 3.282 -5.447 -3.127 -1.101
C 3.245 -4.269 -2.398 -0.290
C 5.226 -2.607 -0.201 0.587
C 5.831 -2.557 -1.447 -0.164
C 7.211 -2.544 -1.535 -0.900
C 7.979 -2.569 -0.383 -0.436
C 7.370 -2.580 0.862 -0.692
C 5.987 -2.610 0.956 -0.332
H 3.441 -1.249 -1.562 0.224
H 3.720 -5.506 0.708 0.460
H 3.773 -7.617 -0.591 0.436
H 3.496 -7.568 -3.046 0.400
H 3.170 -5.423 -4.203 0.437
H 3.093 -3.324 -2.904 0.430
H 5.241 -2.543 -2.353 0.256
H 7.682 -2.526 -2.508 0.396
H 9.056 -2.606 -0.464 0.385
H 7.970 -2.579 1.760 0.421
H 5.488 -2.674 1.909 0.129
C -0.182 6.503 2.748 -1.689
C -1.547 5.857 2.452 1.427
C -2.469 6.950 1.887 -1.800
C -2.121 5.372 3.792 -1.664
C -1.339 4.695 1.412 2.190
O -0.296 5.040 0.508 -0.762
C -2.560 4.380 0.508 -1.178
C -3.950 4.099 1.119 -1.119
C -4.296 2.641 1.213 -0.266
C -4.001 1.895 2.344 0.204
C -4.330 0.554 2.426 -1.115
C -5.025 -0.027 1.380 0.666
Cl -5.544 -1.670 1.498 -0.193
C -5.338 0.698 0.242 -0.914
C -4.954 2.022 0.158 -0.190
C -0.805 3.431 2.134 -2.199
N 0.003 2.606 1.284 1.424
C -0.376 1.691 0.392 -0.473
N 0.699 1.084 -0.114 0.032
C 1.727 1.691 0.545 -0.553
N 1.333 2.610 1.384 -1.124
H -0.288 7.193 3.581 0.488
H 0.193 7.059 1.891 0.370
H 0.560 5.757 3.021 0.295
H -2.506 7.787 2.582 0.507
H -3.484 6.593 1.733 0.305
H -2.096 7.329 0.936 0.351
H -2.287 6.233 4.437 0.539
H -1.432 4.709 4.307 0.338
H -3.070 4.857 3.688 0.272
H -0.519 5.874 0.082 0.634
H -2.263 3.531 -0.115 0.505
H -2.664 5.236 -0.166 0.590
H -4.688 4.584 0.476 0.445
H -4.045 4.546 2.103 0.508
H -3.533 2.368 3.195 0.318
H -4.056 -0.027 3.291 0.428
H -5.904 0.234 -0.552 0.517
H -5.189 2.591 -0.731 0.418
H -1.624 2.823 2.519 0.273
H -0.136 3.732 2.941 0.489
H -1.397 1.487 0.130 0.233
H 2.759 1.439 0.383 0.557

***

103
Properties=species:S:1:pos:R:3:mulliken_charge:R:1 method="wB97M-V/def2-TZVPD" homo_lumo_gap_ev=8.54 lumo_energy_ev=-3.34 total_charge=+1
C -4.771 -1.849 2.798 0.082
C -3.662 -1.570 3.146 -0.542
C -2.332 -1.112 3.546 -0.738
C -1.290 -1.053 2.400 -0.652
C -1.758 -1.602 1.049 -1.962
C -0.590 -1.527 0.031 0.284
C -1.192 -0.924 -1.275 -1.298
C -0.898 0.568 -1.465 -1.160
C -1.361 1.404 -0.278 -0.933
O -1.437 2.775 -0.680 -0.407
C -0.327 3.479 -0.254 0.765
C -0.512 4.229 1.027 -0.919
O 0.692 3.451 -0.881 -0.485
N -0.544 -1.723 -2.340 0.080
C -1.017 -1.439 -3.745 -1.233
C -2.541 -1.412 -3.947 -0.491
C -3.078 -0.073 -4.477 -1.033
O -4.139 0.376 -3.623 -0.426
C -4.066 1.685 -3.238 0.782
C -4.531 1.903 -1.828 -0.812
O -3.703 2.554 -3.975 -0.555
C -0.161 -3.150 -1.881 1.111
C 1.056 -3.476 -2.721 -0.311
C 1.150 -4.470 -3.632 -1.334
C -1.324 -4.122 -2.169 0.426
F -2.399 -3.681 -1.455 -0.288
F -1.694 -4.005 -3.469 -0.338
C -1.146 -5.683 -1.912 0.738
F -1.352 -6.339 -3.048 -0.250
F 0.065 -6.011 -1.467 -0.246
F -2.058 -6.088 -1.033 -0.239
C 0.169 -2.854 -0.357 1.742
C 1.667 -2.578 -0.042 -2.460
C 2.446 -1.424 -0.713 -0.306
C 3.469 -0.835 0.303 -1.078
C 4.853 -0.709 -0.352 -0.892
S 6.128 -0.347 0.829 1.046
O 7.390 -0.421 0.159 -0.545
O 5.931 -1.200 1.960 -0.534
Cl 5.792 1.573 1.340 -0.130
C -0.120 -4.107 0.543 -1.337
C -0.034 -3.975 2.045 -0.423
O 0.956 -4.043 2.685 -0.474
F -1.222 -3.903 2.667 -0.222
H -5.769 -2.067 2.499 0.423
H -2.407 -0.118 3.978 0.028
H -1.986 -1.752 4.359 0.459
H -1.026 0.000 2.283 0.537
H -0.381 -1.552 2.739 0.188
H -2.596 -0.972 0.753 0.862
H -2.149 -2.607 1.150 1.035
H 0.060 -0.766 0.461 0.786
H -2.277 -0.973 -1.261 0.844
H 0.155 0.777 -1.679 0.285
H -1.474 0.909 -2.329 0.411
H -2.311 1.083 0.144 0.103
H -0.604 1.335 0.508 0.536
H 0.470 4.442 1.442 0.213
H -1.083 3.648 1.749 0.345
H -1.016 5.175 0.829 0.383
H 0.379 -1.280 -2.368 0.991
H -0.563 -2.109 -4.467 0.361
H -0.631 -0.448 -3.981 1.038
H -3.109 -1.717 -3.072 0.453
H -2.776 -2.157 -4.705 0.766
H -2.301 0.682 -4.593 0.427
H -3.508 -0.228 -5.466 0.436
H -4.099 2.820 -1.443 0.241
H -5.615 2.029 -1.872 0.410
H -4.325 1.035 -1.206 0.129
H 1.905 -2.807 -2.656 0.198
H 0.395 -4.726 -4.365 0.298
H 2.076 -5.037 -3.662 0.304
H 2.264 -3.484 -0.166 0.570
H 1.719 -2.355 1.022 1.013
H 1.817 -0.582 -1.015 -0.040
H 3.047 -1.766 -1.554 0.606
H 3.601 -1.497 1.156 0.624
H 3.170 0.170 0.599 0.524
H 5.153 -1.684 -0.742 0.397
H 4.863 0.012 -1.167 0.405
H -1.081 -4.568 0.341 0.596
H 0.686 -4.798 0.318 0.794
C 3.888 5.201 -1.133 -0.204
C 4.084 6.532 -0.434 -0.365
O 3.532 6.272 0.864 -0.345
C 3.584 4.943 1.086 0.624
O 3.353 4.421 2.131 -0.541
O 3.924 4.278 -0.038 -0.164
H 4.670 4.970 -1.851 0.323
H 2.916 5.121 -1.623 0.149
H 5.136 6.797 -0.321 0.265
H 3.559 7.354 -0.913 0.305
C 0.522 3.560 6.153 -0.211
C -0.608 4.551 5.957 -0.288
O -1.638 3.726 5.396 -0.335
C -1.404 2.446 5.767 0.654
O -2.165 1.545 5.607 -0.569
O -0.188 2.329 6.341 -0.318
H 1.143 3.777 7.017 0.294
H 1.158 3.469 5.270 0.182
H -0.968 4.969 6.897 0.278
H -0.357 5.362 5.278 0.282

***

| no. | E_tot (a.u.) |
| --- | --- |
| 1 | -4398.0283 |
| 2 | -4633.3715 |
| 3 | -5213.2693 |
| 4 | -5292.3864 |
| 5 | -3813.8574 |